[1]
Here is an isolated molecule of C7H14N2 from OMol25. Energies are from ωB97M-V with the def2-TZVPD basis set.

Geometry (Å):
C  -0.082884  3.118275  -0.606979
C  -0.993535  2.224572  -0.795204
N  -1.257846  0.890949  -0.398105
C  -2.061673  0.134827  -1.386205
C  -0.227782  0.179631  0.236395
C  0.430750  0.747022  1.504498
N  0.174687  -0.976022  -0.128372
C  1.031498  -1.804105  0.716020
C  1.634464  -3.044623  0.037764
H  0.817742  2.650440  -0.383350
H  -0.326992  4.165946  -0.800249
H  -2.050426  2.526547  -1.007562
H  -2.527446  -0.758614  -0.998177
H  -2.804048  0.869357  -1.767775
H  -1.301251  -0.181881  -2.226632
H  -0.077979  0.172221  2.377833
H  1.560767  0.456661  1.464991
H  0.306823  1.904069  1.789047
H  0.501387  -1.986394  1.737156
H  1.797650  -1.049941  0.881651
H  2.610043  -3.275351  0.648251
H  1.835401  -2.813794  -1.011312
H  1.010651  -4.149794  0.116316

Atoms 1-6, force components in eV/Å:
C 0.4 0.7 -0.5
C -6.2 -0.8 0.6
N 1.8 -0.9 -0.3
C 2.0 0.7 -1.8
C 1.7 -0.5 1.3
C -0.1 1.3 1.7

Calculated values
Orbital gap ... 9.4232 eV
LUMO ... 0.96 eV
SMILES ... C=CN(C)/C(C)=N/CC
Largest force on an atom ... 6.32 eV Å⁻¹
E ... -384.50323 Eh


[2]
Here is an isolated molecule of C2H4N4Se from OMol25. Energies are from ωB97M-V with the def2-TZVPD basis set.

Geometry (Å):
N  -0.847845  -1.210900  -0.201969
N  -0.276007  0.080518  -0.080875
C  -0.752156  1.318180  -0.060699
N  0.153380  2.163038  0.082106
N  1.275979  1.515247  0.245621
C  1.195483  0.233815  0.147777
Se  2.450842  -1.104805  0.365892
H  -1.376686  -1.251226  0.571915
H  -1.474818  -1.356648  -1.003072
H  -1.750818  1.655382  -0.174218
H  1.402649  -2.042600  0.107526

Atoms 1-6, force components in eV/Å:
N 1.5 1.1 -2.6
N 3.3 -3.2 -0.4
C -2.9 -1.0 -0.8
N 0.7 3.1 0.6
N 5.2 -0.3 0.5
C -5.1 1.9 -0.6

Calculated values
Orbital gap ... 9.2050 eV
LUMO ... 0.52 eV
SMILES ... Nn1cnnc1[SeH]
Largest force on an atom ... 5.50 eV Å⁻¹
E ... -2698.96455 Eh


[3]
Here is a structure of composition C14H28N8O4SSi from OMol25. Energies are from ωB97M-V with the def2-TZVPD basis set.

Geometry (Å):
C  -6.832443  -0.746786  -1.161746
Si  -5.027049  -0.268163  -1.146111
C  -3.914103  -1.721762  -1.492979
C  -4.748957  1.042852  -2.467701
O  -4.688119  0.262077  0.401349
C  -3.529122  1.061375  0.573117
C  -3.905344  2.516339  0.820771
C  -2.694682  3.348276  1.128149
C  -1.997140  3.267415  2.291901
C  -0.845556  4.073347  2.562562
C  -0.377848  4.970518  1.660965
C  -1.052651  5.088132  0.421148
N  -0.740635  5.897212  -0.595669
S  -1.826900  5.619171  -1.741313
N  -2.728749  4.494560  -1.048936
C  -2.204982  4.277268  0.163266
H  -7.107264  -1.364786  -0.307653
H  -7.026146  -1.313624  -2.076047
H  -7.478008  0.132214  -1.183175
H  -2.895527  -1.356180  -1.360021
H  -4.108042  -2.483245  -0.736770
H  -4.078294  -2.129829  -2.489497
H  -5.570899  0.949242  -3.183379
H  -3.833764  0.838077  -3.024406
H  -4.755184  2.072802  -2.114772
H  -2.844891  0.971765  -0.278920
H  -2.985101  0.674826  1.438921
H  -4.621740  2.547926  1.642121
H  -4.387142  2.916607  -0.069462
H  -2.327139  2.568143  3.050954
H  -0.349424  3.971059  3.517550
H  0.482927  5.582611  1.889517
C  0.056489  -0.522471  0.433706
O  -0.940710  -1.114159  0.044957
N  0.205851  0.831585  0.273696
N  1.091018  -1.154998  1.048571
H  1.011784  1.338286  0.585719
H  -0.540576  1.329744  -0.173079
H  1.023476  -2.146202  1.183542
H  1.927549  -0.698180  1.357929
C  3.878787  -3.261658  -0.021029
O  3.537637  -2.774378  1.049627
N  3.014006  -3.340708  -1.080944
N  5.126905  -3.749811  -0.240000
H  3.264356  -3.734941  -1.966975
H  2.089065  -2.973514  -0.953783
H  5.792882  -3.714108  0.508391
H  5.425701  -4.148383  -1.108887
C  8.950522  -3.720273  0.328866
O  7.930092  -4.262682  -0.067215
N  9.148723  -2.374504  0.212972
N  9.964400  -4.418975  0.916705
H  9.974918  -1.906558  0.532282
H  8.416698  -1.838079  -0.213713
H  9.841607  -5.409132  1.014954
H  10.808741  -3.995339  1.249968

Atoms 1-6, force components in eV/Å:
C 0.1 0.0 -0.1
Si -0.2 -0.3 0.0
C -0.4 0.4 0.3
C -0.2 -0.2 0.0
O 0.1 0.4 -0.4
C 0.0 -0.3 0.4

Calculated values
Orbital gap ... 8.4245 eV
LUMO ... -0.45 eV
Largest force on an atom ... 0.62 eV Å⁻¹
E ... -1977.16080 Eh


[4]
Here is an isolated molecule of C5H11Cl from OMol25. Energies are from ωB97M-V with the def2-TZVPD basis set.

Geometry (Å):
C  -1.395836  -1.189228  -0.673695
C  -0.653140  0.074822  -0.147931
C  -0.870574  0.476160  1.344168
C  0.856817  -0.089190  -0.468295
C  1.851398  1.054687  -0.301060
Cl  1.466003  -1.557776  0.538649
H  -1.104641  -1.250685  -1.688098
H  -2.455229  -1.295462  -0.506974
H  -0.993134  -2.065871  -0.214380
H  -0.977468  0.928942  -0.799233
H  -0.427416  1.350852  1.817133
H  -1.897082  0.607936  1.447542
H  -0.694654  -0.426094  2.006696
H  0.861381  -0.472223  -1.489481
H  1.511111  2.057553  -0.435492
H  2.334597  0.899886  0.614404
H  2.587873  0.895685  -1.043946

Atoms 1-6, force components in eV/Å:
C 0.8 0.7 1.5
C 0.7 1.2 0.4
C 0.3 -2.4 0.1
C -1.1 -0.9 -0.1
C -0.7 -1.2 -0.6
Cl 0.0 0.8 -0.6

Calculated values
Orbital gap ... 11.4452 eV
LUMO ... 1.00 eV
SMILES ... CC(C)[C@@H](C)Cl
Largest force on an atom ... 2.41 eV Å⁻¹
E ... -657.28136 Eh


> What is the E in the second record?

-2698.96455 Eh


> Among the records above, which one has the lowest largest force on an atom?

C14H28N8O4SSi


Repeat the fourth record exactly.
Here is an isolated molecule of C5H11Cl from OMol25. Energies are from ωB97M-V with the def2-TZVPD basis set.

Geometry (Å):
C  -1.395836  -1.189228  -0.673695
C  -0.653140  0.074822  -0.147931
C  -0.870574  0.476160  1.344168
C  0.856817  -0.089190  -0.468295
C  1.851398  1.054687  -0.301060
Cl  1.466003  -1.557776  0.538649
H  -1.104641  -1.250685  -1.688098
H  -2.455229  -1.295462  -0.506974
H  -0.993134  -2.065871  -0.214380
H  -0.977468  0.928942  -0.799233
H  -0.427416  1.350852  1.817133
H  -1.897082  0.607936  1.447542
H  -0.694654  -0.426094  2.006696
H  0.861381  -0.472223  -1.489481
H  1.511111  2.057553  -0.435492
H  2.334597  0.899886  0.614404
H  2.587873  0.895685  -1.043946

Atoms 1-6, force components in eV/Å:
C 0.8 0.7 1.5
C 0.7 1.2 0.4
C 0.3 -2.4 0.1
C -1.1 -0.9 -0.1
C -0.7 -1.2 -0.6
Cl 0.0 0.8 -0.6

Calculated values
Orbital gap ... 11.4452 eV
LUMO ... 1.00 eV
SMILES ... CC(C)[C@@H](C)Cl
Largest force on an atom ... 2.41 eV Å⁻¹
E ... -657.28136 Eh